1.
This record from the Open Molecules 2025 dataset describes a cluster of 3 separate species, C4H18N2O2 in total in a non-equilibrium geometry. The level of theory is wB97M-V/def2-TZVPD.

XYZ file:
```
26
Properties=species:S:1:pos:R:3
C 1.53 1.98 -1.50
C 0.60 1.20 -0.63
C 1.09 -0.27 -0.34
C 1.03 -0.60 1.16
N 0.77 -2.04 1.45
N -0.81 1.15 -1.24
H 2.57 1.98 -1.18
H 1.61 1.63 -2.53
H 1.23 3.02 -1.62
H 0.45 1.70 0.32
H 2.12 -0.21 -0.69
H 0.60 -1.04 -0.94
H 1.96 -0.33 1.61
H 0.20 -0.07 1.63
H 1.36 -2.70 0.95
H 0.88 -2.37 2.42
H -0.18 -2.37 1.17
H -1.34 1.99 -0.96
H -1.30 0.31 -0.94
H -0.68 1.12 -2.25
H -2.54 3.11 0.86
H -3.63 2.22 0.12
O -2.78 2.68 0.03
H -1.09 -4.55 0.71
H -2.27 -3.83 1.39
O -1.40 -3.71 1.02
```

As for the net charge: +2. The energy above the lowest of the compared OMol25 structures with the same formula, charge and spin comes out at 4.9 kcal per mole. The value obtained for the orbital gap is 12.3 eV. The calculated total energy comes out at -422.6120 hartree.

2.
This record from the Open Molecules 2025 dataset describes a structure of composition C51H56BrF5N4O3PS2Sc in a non-equilibrium geometry. The level of theory is wB97M-V/def2-TZVPD.

XYZ file:
```
124
Properties=species:S:1:pos:R:3
Sc 0.74 0.65 -0.39
F 1.55 0.58 -7.46
C 1.31 1.09 -6.24
C 1.34 0.27 -5.12
F 1.57 -1.04 -5.23
C 1.13 0.84 -3.88
F 1.20 0.06 -2.75
C 0.84 2.20 -3.68
S 0.54 2.80 -2.11
C 0.80 2.99 -4.84
F 0.52 4.29 -4.73
C 1.04 2.45 -6.09
F 1.01 3.24 -7.17
C -0.24 -7.46 -0.57
C 1.01 -6.56 -0.62
C 1.81 -6.81 0.67
C 1.84 -6.96 -1.85
C 0.65 -5.09 -0.73
C 1.65 -4.13 -0.66
C 1.30 -2.80 -0.71
Br 2.69 -1.48 -0.61
C -0.01 -2.30 -0.76
O -0.22 -0.99 -0.69
C -1.02 -3.30 -0.91
C -0.65 -4.63 -0.87
C -2.50 -2.95 -0.93
C -3.40 -4.10 -1.43
C -2.85 -2.66 0.54
C -2.77 -1.76 -1.85
H 0.07 -8.50 -0.48
H -0.82 -7.36 -1.49
H -0.87 -7.21 0.28
H 2.10 -7.86 0.73
H 1.22 -6.56 1.54
H 2.72 -6.21 0.70
H 2.09 -8.01 -1.82
H 2.76 -6.38 -1.91
H 1.26 -6.77 -2.76
H 2.69 -4.38 -0.58
H -1.43 -5.36 -0.96
H -3.47 -4.91 -0.71
H -3.03 -4.49 -2.37
H -4.40 -3.72 -1.60
H -2.65 -3.54 1.14
H -3.90 -2.39 0.65
H -2.22 -1.85 0.90
H -2.56 -2.03 -2.88
H -2.12 -0.92 -1.58
H -3.80 -1.43 -1.79
C -2.64 -0.92 7.14
C -1.65 -0.78 6.04
C -1.96 -1.14 4.73
C -1.01 -1.05 3.73
C 0.25 -0.59 4.04
C 0.59 -0.24 5.33
C -0.36 -0.33 6.32
S 1.42 -0.48 2.70
O 2.71 -0.09 3.21
O 1.33 -1.70 1.95
N 0.84 0.67 1.70
C 0.92 1.98 2.00
C 1.10 2.53 3.29
C 1.19 3.90 3.41
C 1.07 4.70 2.28
C 0.84 4.09 1.07
N 0.77 2.77 0.92
H -3.59 -1.27 6.77
H -2.79 0.03 7.65
H -2.27 -1.63 7.88
H -2.95 -1.50 4.49
H -1.21 -1.35 2.71
H 1.61 0.07 5.53
H -0.10 -0.05 7.34
H 1.17 1.88 4.14
H 1.34 4.34 4.38
H 1.16 5.78 2.35
H 0.70 4.66 0.16
C 4.31 1.47 -1.85
C 5.80 1.86 -1.75
N 6.01 2.74 -0.61
C 5.10 3.87 -0.70
C 3.63 3.37 -0.61
N 3.58 1.90 -0.64
C 4.30 1.40 0.55
C 5.73 2.00 0.61
H 4.21 0.39 -1.97
H 3.84 1.96 -2.70
H 6.14 2.38 -2.65
H 6.43 0.98 -1.60
H 5.28 4.38 -1.65
H 5.33 4.56 0.11
H 3.04 3.75 -1.44
H 3.17 3.71 0.32
H 4.36 0.32 0.50
H 3.73 1.67 1.44
H 6.48 1.20 0.70
H 5.85 2.67 1.45
C -3.19 0.72 0.95
P -2.02 1.66 -0.15
C -2.37 3.30 0.58
C -2.80 4.40 -0.15
C -3.14 5.58 0.50
C -3.04 5.67 1.88
C -2.56 4.59 2.61
C -2.23 3.42 1.96
C -3.07 1.69 -1.67
C -2.50 1.29 -2.87
C -3.26 1.18 -4.01
C -4.62 1.45 -3.97
C -5.20 1.86 -2.77
C -4.43 1.98 -1.63
H -2.66 0.39 1.84
H -3.54 -0.14 0.39
H -4.03 1.34 1.25
H -2.89 4.33 -1.23
H -3.49 6.42 -0.07
H -3.32 6.58 2.38
H -2.46 4.66 3.68
H -1.86 2.57 2.54
H -1.45 1.04 -2.90
H -2.80 0.86 -4.94
H -5.23 1.34 -4.85
H -6.26 2.05 -2.72
H -4.89 2.30 -0.71
```

The energy above the lowest of the compared OMol25 structures with the same formula, charge and spin comes out at 20.8 kcal per mole. The value obtained for the orbital gap is 8.0 eV. The calculated total energy comes out at -7393.6949 hartree.

3.
This record from the Open Molecules 2025 dataset describes a structure of composition C20H21BIN9OPd in a non-equilibrium geometry. The level of theory is wB97M-V/def2-TZVPD.

XYZ file:
```
54
Properties=species:S:1:pos:R:3
Pd 0.47 -0.36 -0.76
C 1.96 2.16 2.32
C 2.05 1.82 0.97
N 0.88 1.36 0.54
N 0.04 1.35 1.60
C 0.67 1.83 2.68
B -1.43 0.84 1.51
N -1.41 -0.71 1.62
C -2.22 -1.58 2.23
C -1.85 -2.86 1.87
C -0.78 -2.68 0.99
N -0.52 -1.39 0.86
N -1.99 1.18 0.10
C -3.13 1.82 -0.24
C -3.29 1.73 -1.61
C -2.19 0.99 -2.04
N -1.43 0.66 -1.01
N -2.24 1.53 2.58
C -2.38 2.88 2.70
C -3.05 3.13 3.87
C -3.27 1.85 4.42
N -2.78 0.90 3.65
H 2.73 2.59 2.94
H 2.88 1.93 0.29
H 0.15 1.93 3.62
H -2.97 -1.23 2.92
H -2.28 -3.79 2.20
H -0.19 -3.41 0.46
H -3.75 2.28 0.50
H -4.08 2.14 -2.21
H -1.93 0.69 -3.04
H -1.99 3.56 1.96
H -3.34 4.08 4.28
H -3.77 1.58 5.34
N 0.03 -2.04 -4.14
C 0.26 -2.78 -3.05
O 0.02 -2.37 -1.91
C 0.84 -4.15 -3.27
I 2.96 -3.99 -3.54
H -0.36 -1.12 -4.04
H 0.24 -2.38 -5.07
H 0.46 -4.63 -4.16
H 0.68 -4.76 -2.39
C 4.79 0.38 -1.24
C 4.12 0.83 -2.38
C 2.87 0.32 -2.70
C 2.31 -0.59 -1.83
C 2.96 -1.09 -0.70
C 4.21 -0.57 -0.40
H 5.78 0.76 -1.02
H 4.58 1.56 -3.03
H 2.35 0.66 -3.59
H 2.57 -1.91 -0.11
H 4.75 -0.93 0.47
```

As for the net charge: +1. The energy above the lowest of the compared OMol25 structures with the same formula, charge and spin comes out at 4.6 kcal per mole. The value obtained for the orbital gap (alpha / beta) is 8.9 / 6.5 eV. As for the spin multiplicity: 4. The calculated total energy comes out at -1793.0026 hartree.

4.
This record from the Open Molecules 2025 dataset describes a structure of composition C16H25N3O3RuS4 in a non-equilibrium geometry. The level of theory is wB97M-V/def2-TZVPD.

XYZ file:
```
52
Properties=species:S:1:pos:R:3
Ru 0.66 0.28 -0.50
C 2.39 1.81 3.73
C 2.10 1.15 2.37
S 0.44 1.29 1.72
C 3.14 0.60 1.64
C 4.54 0.36 2.15
S 2.94 0.23 0.01
H 3.14 2.55 3.73
H 2.76 1.11 4.49
H 1.42 2.26 4.08
H 5.17 -0.19 1.48
H 4.54 -0.02 3.22
H 5.10 1.32 2.29
O 1.22 0.02 -2.53
N 1.49 1.14 -3.27
C 1.94 1.05 -4.55
C 2.21 2.22 -5.24
C 2.11 3.52 -4.65
C 1.63 3.55 -3.38
C 1.41 2.36 -2.70
S 0.97 2.52 -1.05
H 2.02 0.03 -4.95
H 2.50 2.10 -6.27
H 2.34 4.39 -5.24
H 1.59 4.48 -2.78
C -4.48 -2.72 -2.00
C -3.57 -1.48 -1.80
N -3.46 -1.15 -0.39
C -2.56 -0.25 0.05
S -1.71 0.79 -1.05
N -2.34 -0.21 1.37
C -2.84 -0.98 2.47
C -3.65 -0.06 3.37
H -4.51 -2.95 -3.02
H -5.54 -2.43 -1.74
H -4.11 -3.60 -1.40
H -4.04 -0.64 -2.33
H -2.58 -1.56 -2.20
H -3.98 -1.77 0.23
H -1.75 0.54 1.67
H -1.94 -1.43 2.89
H -3.46 -1.75 2.13
H -3.26 0.94 3.38
H -3.82 -0.32 4.45
H -4.70 0.05 2.96
C 1.67 -3.07 1.54
O 0.66 -2.03 1.44
C 0.42 -1.61 0.17
O -0.03 -2.40 -0.69
H 2.54 -2.69 2.07
H 2.06 -3.41 0.58
H 1.19 -3.91 2.06
```

As for the net charge: -1. The value obtained for the orbital gap (alpha / beta) is 3.3 / 5.4 eV. As for the spin multiplicity: 6. The calculated total energy comes out at -2702.1762 hartree.

5.
This record from the Open Molecules 2025 dataset describes the ion C6H13N2O with charge +1 in a non-equilibrium geometry. The level of theory is wB97M-V/def2-TZVPD.

XYZ file:
```
22
Properties=species:S:1:pos:R:3
C -0.33 -1.47 0.06
C -0.86 -2.67 0.28
C 0.01 0.76 -0.99
C 0.01 2.26 -0.85
C 2.41 0.25 -0.71
C -1.75 -0.03 1.53
N 1.07 -0.06 -1.01
N -0.43 -0.26 0.94
O 0.61 -1.42 -0.90
H -0.68 -3.48 -0.44
H -1.53 -2.78 1.07
H -0.92 0.30 -1.40
H 1.05 2.52 -0.56
H -0.79 2.64 -0.19
H -0.35 2.73 -1.71
H 3.07 -0.51 -0.87
H 2.79 1.11 -1.24
H 2.61 0.49 0.32
H -2.19 -0.90 2.09
H -1.70 0.86 2.18
H -2.39 0.00 0.71
H 0.28 -0.34 1.69
```

As for the net charge: +1. The energy above the lowest of the compared OMol25 structures with the same formula, charge and spin comes out at 114.2 kcal per mole. The value obtained for the orbital gap is 9.4 eV. The calculated total energy comes out at -420.7709 hartree.

6.
This record from the Open Molecules 2025 dataset describes the molecule C5H10O. The level of theory is wB97M-V/def2-TZVPD.

XYZ file:
```
16
Properties=species:S:1:pos:R:3
C -2.40 -0.33 -0.65
C -1.10 -0.28 -1.46
C -0.05 0.40 -0.62
C 1.53 0.71 1.66
C 1.99 -0.11 0.47
O 0.92 -0.46 -0.45
H -2.72 0.68 -0.38
H -2.27 -0.90 0.27
H -3.20 -0.81 -1.23
H -1.25 0.33 -2.36
H -0.78 -1.29 -1.77
H 0.57 0.33 2.01
H 2.27 0.60 2.47
H 1.40 1.76 1.42
H 2.37 -1.08 0.78
H 2.78 0.39 -0.10
```

The energy above the lowest of the compared OMol25 structures with the same formula, charge and spin comes out at 65.4 kcal per mole. The value obtained for the orbital gap is 9.4 eV. The calculated total energy comes out at -271.6483 hartree.

7.
This record from the Open Molecules 2025 dataset describes the molecule CH6OSi in a non-equilibrium geometry. The level of theory is wB97M-V/def2-TZVPD.

XYZ file:
```
9
Properties=species:S:1:pos:R:3
C 0.61 0.47 0.01
O 1.60 -0.60 0.09
Si -1.21 -0.32 -0.05
H 0.74 1.11 -0.94
H 0.80 1.16 0.84
H 2.54 -0.48 0.42
H -1.59 -1.37 0.85
H -2.21 0.73 0.36
H -1.27 -0.70 -1.58
```

The energy above the lowest of the compared OMol25 structures with the same formula, charge and spin comes out at 53.5 kcal per mole. The value obtained for the orbital gap is 11.0 eV. The calculated total energy comes out at -406.3621 hartree.

8.
This record from the Open Molecules 2025 dataset describes a structure of composition C9H24CdNO5 in a non-equilibrium geometry. The level of theory is wB97M-V/def2-TZVPD.

XYZ file:
```
40
Properties=species:S:1:pos:R:3
Cd -0.94 -0.56 0.28
C -2.73 -2.34 -3.40
O -1.93 -2.14 -2.20
H -3.79 -2.23 -3.19
H -2.70 -1.53 -4.13
H -2.35 -3.28 -3.81
C -3.88 2.43 -0.50
O -3.50 1.26 0.22
H -4.16 2.21 -1.53
H -4.81 2.87 -0.15
H -3.13 3.18 -0.71
C -1.38 -3.73 2.96
O -2.10 -2.64 2.50
H -1.26 -3.61 4.03
H -1.82 -4.72 2.88
H -0.39 -3.67 2.51
C 1.11 1.71 -2.13
O 0.65 1.53 -0.77
C 1.39 2.46 0.04
C 0.90 2.24 1.52
N 0.64 0.87 1.99
C 1.87 0.15 2.25
C 2.59 -0.54 1.04
O 1.84 -0.77 -0.08
C 2.48 -1.23 -1.32
H 1.20 2.78 -2.34
H 0.28 1.40 -2.77
H 2.02 1.20 -2.44
H 1.10 3.46 -0.26
H 2.47 2.27 0.11
H -0.02 2.83 1.53
H 1.70 2.73 2.08
H 0.12 0.85 2.85
H 1.67 -0.68 2.93
H 2.53 0.84 2.77
H 2.78 -1.61 1.10
H 3.43 0.14 0.89
H 1.85 -1.50 -2.16
H 3.03 -2.14 -1.04
H 3.25 -0.50 -1.56
```

As for the net charge: -1. The energy above the lowest of the compared OMol25 structures with the same formula, charge and spin comes out at 174.6 kcal per mole. The value obtained for the orbital gap is 4.9 eV. The calculated total energy comes out at -955.6299 hartree.

9.
This record from the Open Molecules 2025 dataset describes the molecule C20H28N4O2S. The level of theory is wB97M-V/def2-TZVPD.

XYZ file:
```
55
Properties=species:S:1:pos:R:3
C -4.61 -2.29 -2.08
H -5.22 -1.53 -2.58
H -3.97 -2.76 -2.82
H -5.27 -3.05 -1.67
C -3.76 -1.65 -0.98
N -4.49 -0.92 0.04
C -5.05 0.34 -0.42
H -6.14 0.35 -0.37
C -4.50 1.51 0.42
N -3.06 1.43 0.51
C -2.23 2.24 -0.19
O -2.61 3.22 -0.80
C -0.78 1.87 -0.11
C -0.35 0.56 -0.06
C 1.02 0.28 -0.03
C 1.95 1.33 -0.03
C 1.50 2.65 -0.09
C 0.15 2.91 -0.13
H -0.22 3.93 -0.20
H 2.24 3.43 -0.10
C 3.39 1.03 0.01
O 4.23 1.90 0.00
N 3.73 -0.32 0.07
C 2.81 -1.33 0.05
S 3.18 -2.94 0.07
N 1.50 -1.00 0.01
H 0.85 -1.78 0.00
C 5.15 -0.67 0.12
H 5.18 -1.76 0.23
C 5.91 -0.03 1.30
C 7.06 0.76 0.67
C 7.33 0.02 -0.64
H 7.86 -0.91 -0.45
H 7.91 0.62 -1.35
C 5.92 -0.27 -1.15
H 5.49 0.63 -1.58
H 5.89 -1.06 -1.90
H 6.73 1.77 0.45
H 7.93 0.80 1.32
H 5.26 0.62 1.89
H 6.29 -0.81 1.96
H -1.05 -0.27 -0.08
H -2.71 0.58 0.93
H -4.91 1.49 1.43
H -4.75 2.47 -0.05
H -4.76 0.52 -1.46
C -5.41 -1.74 0.80
C -5.71 -1.14 2.17
H -6.30 -0.23 2.08
H -4.79 -0.92 2.70
H -6.28 -1.85 2.77
H -4.94 -2.72 0.95
H -6.36 -1.90 0.27
H -3.05 -0.96 -1.43
H -3.19 -2.44 -0.47
```

The energy above the lowest of the compared OMol25 structures with the same formula, charge and spin comes out at 0.9 kcal per mole. The value obtained for the orbital gap is 8.4 eV. The calculated total energy comes out at -1546.6725 hartree.

10.
This record from the Open Molecules 2025 dataset describes the molecule C2H2FNO2 in a non-equilibrium geometry. The level of theory is wB97M-V/def2-TZVPD.

XYZ file:
```
8
Properties=species:S:1:pos:R:3
C 0.15 0.13 -0.13
C 1.55 0.53 -0.01
N 2.67 -0.48 -0.01
O 2.23 -1.61 0.05
O 3.78 -0.09 -0.07
F 1.94 1.78 0.07
H -0.51 1.10 -0.08
H -0.05 -0.97 -0.20
```

The energy above the lowest of the compared OMol25 structures with the same formula, charge and spin comes out at 114.5 kcal per mole. The value obtained for the orbital gap is 9.7 eV. The calculated total energy comes out at -382.3480 hartree.

11.
This record from the Open Molecules 2025 dataset describes the molecule C5H10O in a non-equilibrium geometry. The level of theory is wB97M-V/def2-TZVPD.

XYZ file:
```
16
Properties=species:S:1:pos:R:3
C -0.34 -0.28 -2.01
C -0.78 -0.72 -0.57
C 0.15 -0.47 0.46
C -0.16 -0.11 1.90
C 0.49 0.83 0.99
H -0.36 0.90 -2.13
H -1.08 -0.56 -2.75
H 0.68 -0.64 -2.39
H -1.11 -1.73 -0.62
H -1.65 -0.10 -0.45
H 1.06 -1.06 0.35
H -1.17 0.07 2.18
H 0.48 -0.43 2.73
H -0.14 1.75 0.74
H 2.16 1.33 0.34
O 1.79 1.22 1.22
```

The energy above the lowest of the compared OMol25 structures with the same formula, charge and spin comes out at 43.0 kcal per mole. The value obtained for the orbital gap is 10.7 eV. The calculated total energy comes out at -271.6841 hartree.

12.
This record from the Open Molecules 2025 dataset describes a cluster of 2 separate species, C3H3F3N in total in a non-equilibrium geometry. The level of theory is wB97M-V/def2-TZVPD.

XYZ file:
```
10
Properties=species:S:1:pos:R:3
C -0.81 -0.01 0.13
C -2.22 -0.03 -0.08
C 2.51 0.12 0.12
N 0.33 0.00 0.34
F 2.82 -0.06 1.33
F 2.53 1.23 -0.50
F 2.57 -0.88 -0.70
H -2.25 -0.15 -1.26
H -2.82 0.79 0.26
H -2.66 -1.00 0.37
```

As for the net charge: +1. The energy above the lowest of the compared OMol25 structures with the same formula, charge and spin comes out at 21.2 kcal per mole. The value obtained for the orbital gap is 10.9 eV. The calculated total energy comes out at -470.1066 hartree.